Density functional theory data (wB97M-V/def2-TZVPD) for a 10-piece molecular cluster, C22H42Cl16N6O6 overall.

As for the max |F|: 4.4 eV Å⁻¹. As for the total energy: -9006.388143 a.u. The frontier orbital gap is 7.9 eV. As for the structure (SMILES): ClC(Cl)(Cl)Cl.ClC(Cl)(Cl)Cl.ClC(Cl)(Cl)Cl.ClC(Cl)(Cl)Cl.CN(C)C=O.CN(C)C=O.CN(C)C=O.CN(C)C=O.CN(C)C=O.CN(C)C=O. The value obtained for the HOMO energy is -8.61 eV.

CARTESIAN COORDINATES (ANGSTROEM)
1 Cl 0.450 2.951 -5.780
2 C 1.472 1.945 -4.751
3 Cl 2.188 3.003 -3.550
4 Cl 0.565 0.655 -3.955
5 Cl 2.716 1.199 -5.729
6 Cl 6.483 1.979 -0.097
7 C 6.409 0.202 -0.257
8 Cl 8.064 -0.495 -0.005
9 Cl 5.196 -0.438 0.865
10 Cl 5.873 -0.315 -1.831
11 Cl 6.298 3.648 3.519
12 C 5.469 2.054 3.737
13 Cl 6.622 0.798 3.263
14 Cl 4.926 1.777 5.483
15 Cl 3.982 2.045 2.771
16 Cl 4.102 5.237 -0.893
17 C 2.486 5.985 -0.615
18 Cl 1.945 6.509 -2.257
19 Cl 1.291 4.718 0.084
20 Cl 2.745 7.409 0.424
21 C -3.374 -1.940 -1.395
22 N -3.423 -1.302 -2.711
23 C -3.107 0.117 -2.668
24 C -3.656 -2.034 -3.789
25 O -3.598 -1.560 -4.942
26 H -3.884 -1.294 -0.681
27 H -2.390 -2.233 -1.029
28 H -3.774 -2.954 -1.423
29 H -2.056 0.071 -2.384
30 H -3.118 0.519 -3.681
31 H -3.757 0.693 -2.008
32 H -3.833 -3.080 -3.494
33 C 4.015 -5.690 -1.181
34 N 3.943 -5.170 0.178
35 C 3.126 -5.970 1.158
36 C 4.418 -3.909 0.525
37 O 4.304 -3.447 1.664
38 H 4.274 -4.893 -1.877
39 H 3.079 -6.054 -1.606
40 H 4.637 -6.576 -1.049
41 H 3.677 -6.843 1.508
42 H 2.900 -5.317 2.001
43 H 2.190 -6.180 0.641
44 H 5.017 -3.378 -0.231
45 C -3.376 2.743 3.048
46 N -4.044 1.438 3.026
47 C -5.122 1.370 3.886
48 C -3.704 0.604 2.014
49 O -4.361 -0.321 1.710
50 H -3.322 3.149 2.038
51 H -2.360 2.553 3.394
52 H -3.868 3.365 3.794
53 H -5.521 0.365 3.753
54 H -4.881 1.639 4.915
55 H -5.984 1.964 3.581
56 H -2.742 0.796 1.515
57 C 2.202 1.592 -0.383
58 N 1.403 0.407 -0.039
59 C 2.087 -0.655 0.785
60 C 0.100 0.406 -0.338
61 O -0.643 -0.499 0.013
62 H 3.097 1.302 -0.933
63 H 2.474 2.059 0.564
64 H 1.641 2.303 -0.989
65 H 2.598 -0.223 1.645
66 H 1.342 -1.369 1.136
67 H 2.835 -1.243 0.254
68 H -0.246 1.287 -0.901
69 C -3.638 4.515 -3.050
70 N -2.667 3.908 -2.125
71 C -1.280 3.784 -2.621
72 C -3.019 3.366 -0.929
73 O -2.267 2.899 -0.088
74 H -4.618 4.708 -2.615
75 H -3.598 3.811 -3.882
76 H -3.268 5.489 -3.369
77 H -1.173 3.146 -3.498
78 H -0.862 4.770 -2.827
79 H -0.697 3.338 -1.815
80 H -4.113 3.339 -0.812
81 C -1.471 -2.486 2.144
82 N -2.160 -3.709 2.488
83 C -1.244 -4.865 2.495
84 C -3.492 -3.833 2.533
85 O -4.024 -4.962 2.400
86 H -1.210 -2.529 1.087
87 H -0.497 -2.233 2.561
88 H -2.149 -1.642 2.274
89 H -0.590 -4.639 3.337
90 H -1.831 -5.775 2.617
91 H -0.577 -4.984 1.641
92 H -4.051 -2.888 2.612

=====

Density functional theory data (wB97M-V/def2-TZVPD) for a 2-piece molecular cluster, C22H42Cl2F3N3O13PS2 overall.

Its total charge is -1. As for the max |F|: 8.7 eV Å⁻¹. As for the total energy: -4362.850077 a.u. The frontier orbital gap is 1.4 eV. The value obtained for the HOMO energy is -1.81 eV.

CARTESIAN COORDINATES (ANGSTROEM)
1 C 6.478 0.302 1.067
2 C 5.670 1.731 1.256
3 O 4.209 1.565 1.347
4 C 3.801 1.141 2.720
5 C 2.145 0.933 2.845
6 O 1.461 1.173 1.569
7 C 0.317 0.280 1.349
8 N -0.843 1.241 1.339
9 N -1.595 1.553 2.425
10 C -1.690 3.081 2.619
11 C -1.142 1.024 3.745
12 C -1.360 -0.536 4.307
13 O -0.557 1.849 4.659
14 C -1.697 0.966 0.082
15 C -2.434 2.190 -0.683
16 C -3.946 2.586 -0.296
17 C -5.147 1.751 -1.034
18 C -4.963 1.534 -2.647
19 S -6.313 0.409 -3.399
20 O -5.672 -0.318 -4.644
21 O -7.530 1.203 -3.939
22 Cl -6.936 -1.113 -2.107
23 P -2.914 -0.409 0.577
24 N -2.276 -1.660 1.406
25 O -3.574 -1.126 -0.906
26 O -4.203 0.132 1.676
27 C -0.427 0.611 -0.951
28 C 0.482 1.811 -1.573
29 O 0.948 1.352 -2.928
30 C 1.939 2.287 -3.479
31 F 2.291 1.749 -4.847
32 F 3.205 2.386 -2.705
33 F 1.432 3.666 -3.715
34 C 0.624 -0.421 -0.149
35 C 2.176 -0.511 -0.658
36 C 3.123 -1.675 -0.066
37 C 3.024 -2.056 1.505
38 Cl 3.085 -3.300 -1.034
39 O 0.287 -1.869 -0.134
40 C -0.180 -2.360 -1.427
41 C -0.321 -4.007 -1.345
42 H 5.787 -0.613 1.327
43 H 6.873 0.128 -0.033
44 H 7.382 0.278 1.821
45 H 6.133 2.242 2.224
46 H 5.934 2.408 0.308
47 H 4.123 2.051 3.423
48 H 4.405 0.214 3.119
49 H 1.806 1.817 3.573
50 H 1.856 -0.063 3.389
51 H 0.170 -0.684 1.990
52 H -0.379 2.160 1.067
53 H -2.200 3.621 1.698
54 H -0.612 3.583 2.712
55 H -2.375 3.362 3.556
56 H -0.476 -1.252 4.018
57 H -1.436 -0.485 5.492
58 H -2.421 -0.926 3.945
59 H -1.762 3.161 -0.503
60 H -2.331 1.981 -1.854
61 H -4.106 3.727 -0.613
62 H -4.031 2.608 0.895
63 H -6.135 2.408 -0.899
64 H -5.395 0.708 -0.567
65 H -5.045 2.545 -3.268
66 H -3.943 1.017 -2.960
67 H -2.396 -2.553 0.846
68 H -4.145 -1.880 -0.541
69 H -4.086 -0.298 2.579
70 H -1.009 0.221 -1.879
71 H -0.062 2.821 -1.819
72 H 1.401 2.145 -0.886
73 H 2.112 -0.701 -1.836
74 H 2.786 0.509 -0.567
75 H 4.247 -1.302 -0.238
76 H 4.000 -1.644 2.057
77 H 2.037 -1.787 2.061
78 H 3.128 -3.243 1.584
79 H -1.234 -1.945 -1.733
80 H 0.544 -2.140 -2.329
81 H -0.359 -4.392 -0.229
82 H 0.638 -4.443 -1.903
83 H -1.249 -4.337 -1.991
84 O 1.002 -5.141 -3.676
85 S 2.170 -6.036 -3.772
86 O 2.988 -5.909 -2.553
87 O 2.978 -5.664 -4.948
88 O 1.710 -7.430 -3.913

=====

Density functional theory data (wB97M-V/def2-TZVPD) for C22H42Cl3N2O4SSiV as an isolated structure.

Its total charge is -1. As for the max |F|: 4.3 eV Å⁻¹. As for the total energy: -4286.390445 a.u. The frontier orbital gap (alpha / beta) is 3.4 / 6.8 eV. As for the spin multiplicity: 4. The calculation puts the energy relative to the best compared isomer or geometry (same formula, charge and spin) at 0.0 kcal per mole. The value obtained for the HOMO energy (alpha / beta) is -1.22 / -4.68 eV.

CARTESIAN COORDINATES (ANGSTROEM)
1 C 3.246 -1.655 -1.470
2 C 2.629 -1.859 -0.132
3 H 4.337 -1.572 -1.423
4 H 2.849 -0.729 -1.914
5 H 2.987 -2.481 -2.154
6 C 3.325 -2.144 0.982
7 C 4.808 -2.190 1.066
8 H 2.800 -2.462 1.882
9 H 5.292 -1.605 0.279
10 H 5.170 -3.224 1.001
11 H 5.157 -1.804 2.030
12 V -0.647 0.734 -0.736
13 Cl -1.167 -0.610 -2.504
14 Cl -0.051 2.777 -1.529
15 C -2.476 -1.427 1.016
16 O -1.882 -0.351 0.787
17 N -3.059 -1.710 2.193
18 C -2.995 -0.760 3.299
19 C -3.705 -2.990 2.460
20 H -2.542 -2.214 0.244
21 H -2.615 0.198 2.939
22 H -2.335 -1.141 4.091
23 H -4.003 -0.638 3.713
24 H -3.614 -3.644 1.588
25 H -4.768 -2.842 2.688
26 H -3.244 -3.490 3.322
27 H 2.848 0.817 0.524
28 H 2.902 0.047 3.203
29 C 2.392 1.717 0.966
30 C 2.401 1.019 3.324
31 N 1.618 1.355 2.139
32 H 1.754 2.204 0.216
33 C 0.273 1.493 2.190
34 O -0.446 1.805 1.210
35 H 1.756 0.968 4.207
36 H -0.171 1.312 3.190
37 H 3.193 2.396 1.287
38 H 3.177 1.780 3.471
39 O 0.823 -0.305 -0.244
40 C 1.108 -1.686 -0.128
41 C 0.506 -1.711 2.328
42 C 0.465 -2.352 1.097
43 H 0.940 -0.711 2.370
44 C 0.107 -2.344 3.508
45 H 0.702 -2.134 -1.049
46 C -0.004 -3.664 1.030
47 H 0.146 -1.795 4.462
48 C -0.291 -3.680 3.449
49 C -0.353 -4.327 2.208
50 H -0.032 -4.168 0.059
51 H -0.528 -4.211 4.378
52 H -0.656 -5.370 2.169
53 Si 1.116 2.546 -4.440
54 Cl 1.972 1.039 -3.218
55 C 1.431 4.256 -3.722
56 C -0.522 1.840 -4.927
57 C 2.156 2.760 -6.022
58 H 1.796 4.228 -2.684
59 H 0.526 4.876 -3.800
60 H 2.211 4.719 -4.348
61 H 3.062 3.314 -5.742
62 H 1.591 3.363 -6.750
63 H 2.429 1.796 -6.467
64 H -0.995 1.309 -4.093
65 H -0.369 1.101 -5.730
66 H -1.193 2.620 -5.305
67 C -4.398 2.198 0.588
68 S -3.906 1.257 -0.858
69 C -4.685 2.230 -2.148
70 O -2.426 1.668 -0.995
71 H -5.470 2.385 0.498
72 H -3.796 3.110 0.595
73 H -4.177 1.573 1.457
74 H -4.262 3.238 -2.112
75 H -4.456 1.739 -3.099
76 H -5.762 2.213 -1.960

=====

Density functional theory data (wB97M-V/def2-TZVPD) for C22H42ClN2OP2Pm as an isolated structure.

Its total charge is +2. As for the max |F|: 4.4 eV Å⁻¹. As for the total energy: -2798.816899 a.u. The frontier orbital gap (alpha / beta) is 5.3 / 5.4 eV. As for the spin multiplicity: 5. The value obtained for the HOMO energy (alpha / beta) is -11.88 / -11.90 eV.

CARTESIAN COORDINATES (ANGSTROEM)
1 Pm -0.449 -1.604 -0.171
2 P -1.133 1.793 1.670
3 P 1.310 -1.309 -2.383
4 N -1.515 -0.267 -1.562
5 C -2.208 1.572 0.167
6 H -3.075 0.963 0.496
7 H -2.652 2.591 0.029
8 C -1.766 1.138 -1.262
9 H -2.604 1.460 -1.933
10 H -0.893 1.743 -1.584
11 C -1.392 -0.505 -3.032
12 H -1.252 0.474 -3.530
13 H -2.330 -0.930 -3.434
14 C -0.203 -1.421 -3.485
15 H 0.134 -1.093 -4.476
16 H -0.532 -2.469 -3.585
17 C 1.971 -3.028 -2.505
18 C 1.128 -3.975 -1.625
19 H 0.055 -3.976 -1.877
20 H 1.259 -3.777 -0.541
21 H 1.481 -5.003 -1.793
22 C 2.420 -0.130 -3.203
23 C 3.472 0.378 -2.202
24 H 3.938 1.284 -2.601
25 H 4.266 -0.355 -2.018
26 H 3.014 0.634 -1.237
27 C -1.180 3.518 2.283
28 C -0.596 3.674 3.697
29 H -0.573 4.747 3.932
30 H 0.444 3.306 3.769
31 H -1.209 3.184 4.471
32 C -1.802 0.619 2.942
33 C -0.781 0.240 4.024
34 H -1.247 -0.492 4.705
35 H -0.473 1.105 4.631
36 H 0.121 -0.234 3.608
37 C 0.624 1.473 1.461
38 C 3.020 -0.625 -4.521
39 H 2.255 -1.043 -5.193
40 H 3.466 0.233 -5.035
41 H 3.807 -1.373 -4.382
42 C -2.554 4.216 2.174
43 H -2.440 5.241 2.554
44 H -2.886 4.280 1.130
45 H -3.322 3.709 2.779
46 C -3.121 1.107 3.551
47 H -3.562 0.275 4.121
48 H -2.977 1.937 4.261
49 H -3.858 1.408 2.796
50 C 3.463 -3.145 -2.157
51 H 3.703 -2.677 -1.189
52 H 3.725 -4.203 -2.090
53 H 4.117 -2.702 -2.920
54 H 1.825 -3.274 -3.567
55 H -2.018 -0.302 2.364
56 H 1.754 0.716 -3.436
57 H -0.494 4.042 1.597
58 O 1.064 0.424 0.845
59 H 1.385 2.510 1.465
60 H 1.449 2.346 2.251
61 Cl -2.253 -5.375 4.088
62 C -2.489 -4.420 2.689
63 C -3.334 -4.877 1.657
64 C -3.515 -4.083 0.530
65 C -2.868 -2.844 0.454
66 N -1.975 -2.455 1.416
67 C -1.825 -3.195 2.559
68 H -3.841 -5.836 1.780
69 H -4.139 -4.411 -0.296
70 H -3.089 -2.107 -0.330
71 H -1.196 -2.797 3.337

=====

Density functional theory data (wB97M-V/def2-TZVPD) for C22H42LuNP3Se as an isolated structure.

Its total charge is +3. As for the max |F|: 2.1 eV Å⁻¹. As for the total energy: -5578.222049 a.u. The frontier orbital gap (alpha / beta) is 2.5 / 2.7 eV. The calculation puts the energy relative to the best compared isomer or geometry (same formula, charge and spin) at 13.4 kcal per mole. The value obtained for the HOMO energy (alpha / beta) is -15.42 / -15.42 eV.

CARTESIAN COORDINATES (ANGSTROEM)
1 Lu 0.012 0.102 0.952
2 P 0.326 2.448 2.437
3 P -2.485 0.826 0.624
4 P 2.602 0.109 0.625
5 H -1.437 -3.027 -7.966
6 C -0.575 -3.670 -7.781
7 C -0.738 -4.962 -7.378
8 H -1.732 -5.386 -7.227
9 C 0.440 4.056 1.533
10 C -1.066 2.719 3.617
11 C 1.790 2.522 3.546
12 C -3.055 -0.329 -0.687
13 C -3.662 0.599 1.968
14 C -2.869 2.477 -0.036
15 C 2.828 -1.168 -0.675
16 C 3.619 -0.401 2.018
17 C 3.445 1.573 -0.038
18 H 0.417 -3.268 -7.990
19 H 0.119 -5.625 -7.247
20 H 0.456 4.908 2.237
21 H -0.410 4.156 0.840
22 H 1.352 4.064 0.915
23 H -0.806 3.524 4.324
24 H -1.255 1.793 4.185
25 H -1.999 2.967 3.084
26 H 1.759 3.450 4.142
27 H 2.724 2.480 2.962
28 H 1.798 1.656 4.226
29 H -4.153 -0.400 -0.658
30 H -2.618 -1.321 -0.501
31 H -2.695 -0.015 -1.678
32 H -4.525 1.263 1.800
33 H -3.172 0.850 2.922
34 H -3.970 -0.455 2.011
35 H -3.966 2.557 -0.112
36 H -2.383 2.604 -1.016
37 H -2.465 3.257 0.628
38 H 3.893 -1.451 -0.714
39 H 2.472 -0.803 -1.652
40 H 2.205 -2.041 -0.427
41 H 4.663 -0.435 1.670
42 H 3.285 -1.387 2.377
43 H 3.504 0.309 2.852
44 H 4.533 1.405 0.025
45 H 3.160 2.466 0.539
46 H 3.122 1.748 -1.074
47 C 0.148 0.657 -2.795
48 C -0.273 -0.688 -2.775
49 C -0.318 -1.435 -3.944
50 C 0.062 -0.851 -5.160
51 C 0.491 0.490 -5.198
52 C 0.536 1.237 -4.026
53 Se 0.240 1.802 -1.323
54 H -0.175 -1.352 -0.214
55 H -0.547 -1.170 -1.830
56 H -0.654 -2.477 -3.898
57 H 0.019 -1.446 -6.068
58 H 0.789 0.962 -6.138
59 H 0.860 2.282 -4.024
60 C -0.462 -3.103 4.764
61 C -0.134 -1.782 5.142
62 C 0.010 -0.815 4.139
63 N -0.170 -1.147 2.827
64 C -0.487 -2.419 2.466
65 C -0.639 -3.428 3.411
66 H -0.576 -3.860 5.525
67 H 0.016 -1.453 6.162
68 H 0.262 0.224 4.310
69 H -0.598 -2.557 1.388
70 H -0.889 -4.415 3.054

=====

Density functional theory data (wB97M-V/def2-TZVPD) for a 6-piece molecular cluster, C22H42N2O12S4 overall.

As for the max |F|: 3.4 eV Å⁻¹. As for the total energy: -3468.511811 a.u. The frontier orbital gap is 9.5 eV. As for the structure (SMILES): CCOS(C)(=O)=O.CCOS(C)(=O)=O.CCOS(C)(=O)=O.CCOS(C)(=O)=O.c1ccncc1.c1ccncc1. The calculation puts the energy relative to the best compared isomer or geometry (same formula, charge and spin) at 0.0 kcal per mole. The value obtained for the HOMO energy is -9.27 eV.

CARTESIAN COORDINATES (ANGSTROEM)
1 C -0.298 -1.662 3.006
2 C -0.283 -3.036 3.511
3 O 0.188 -3.038 4.879
4 S 1.826 -3.010 5.156
5 C 1.913 -3.772 6.749
6 O 2.503 -3.795 4.161
7 O 2.217 -1.617 5.254
8 H -0.925 -1.675 2.045
9 H 0.683 -1.300 2.785
10 H -0.825 -0.948 3.652
11 H -1.302 -3.477 3.602
12 H 0.211 -3.821 2.942
13 H 1.742 -4.821 6.482
14 H 1.138 -3.342 7.333
15 H 2.891 -3.561 7.089
16 C -3.111 0.094 1.246
17 C -3.658 1.358 0.566
18 O -3.007 2.468 1.267
19 S -3.598 3.925 0.987
20 C -3.014 4.191 -0.597
21 O -5.056 3.889 1.058
22 O -2.933 4.765 1.943
23 H -3.566 -0.736 0.718
24 H -3.400 0.045 2.297
25 H -2.052 0.051 1.103
26 H -3.416 1.333 -0.515
27 H -4.757 1.512 0.782
28 H -3.265 5.190 -0.928
29 H -3.382 3.492 -1.325
30 H -1.967 4.009 -0.512
31 C 1.414 0.127 -5.741
32 C 0.874 1.578 -5.450
33 O -0.349 1.446 -4.750
34 S -1.659 2.161 -5.144
35 C -1.425 3.762 -4.604
36 O -1.765 2.282 -6.629
37 O -2.656 1.554 -4.299
38 H 2.420 0.212 -6.128
39 H 0.807 -0.444 -6.431
40 H 1.424 -0.366 -4.786
41 H 1.523 2.172 -4.806
42 H 0.708 2.150 -6.379
43 H -0.575 4.148 -5.153
44 H -1.434 3.850 -3.494
45 H -2.325 4.343 -4.887
46 C 2.860 -3.984 0.460
47 C 2.558 -4.066 -1.035
48 O 1.157 -4.384 -1.278
49 S 0.495 -3.892 -2.632
50 C 1.105 -4.989 -3.763
51 O -0.920 -3.995 -2.443
52 O 1.066 -2.614 -2.893
53 H 2.221 -3.157 0.808
54 H 3.923 -3.654 0.527
55 H 2.574 -4.854 1.012
56 H 2.902 -3.164 -1.597
57 H 3.102 -4.942 -1.400
58 H 0.836 -4.550 -4.713
59 H 0.497 -5.895 -3.592
60 H 2.172 -5.087 -3.530
61 C 0.456 1.949 4.005
62 C 1.846 1.814 3.844
63 C 2.554 2.854 3.246
64 N 1.994 3.975 2.809
65 C 0.681 4.130 2.989
66 C -0.087 3.133 3.612
67 H -0.149 1.157 4.415
68 H 2.390 0.940 4.230
69 H 3.655 2.753 3.117
70 H 0.274 5.072 2.643
71 H -1.158 3.241 3.680
72 C 0.882 0.049 -0.549
73 C -0.245 -0.174 -1.341
74 C -0.975 0.937 -1.817
75 N -0.593 2.183 -1.492
76 C 0.478 2.352 -0.757
77 C 1.321 1.353 -0.323
78 H 1.394 -0.840 -0.254
79 H -0.576 -1.163 -1.598
80 H -1.926 0.841 -2.334
81 H 0.574 3.410 -0.454
82 H 2.183 1.577 0.348

=====

- Which of these has the highest max |F|?
  C22H42Cl2F3N3O13PS2

=====

- What is the formula in the third record?
  C22H42Cl3N2O4SSiV